Density functional theory data (ωB97M-V/def2-TZVPD) for a molecular structure, C21H14BCl3F4IrN5O5S at a distorted geometry.

Geometry as XYZ:
```
55
Properties=species:S:1:pos:R:3:forces:R:3
Ir 0.55008 0.64992 0.11976 -1.28 0.49 -2.46
C -3.00533 2.04430 -2.30965 -0.01 -0.03 0.04
C -1.55797 1.72044 -2.08266 0.06 -0.08 -0.28
O -1.22515 1.18230 -1.02276 0.24 0.42 0.92
N -0.69780 1.97031 -3.07979 -0.04 -0.20 0.17
C 0.73587 1.77413 -2.90136 0.21 0.07 -0.06
C 1.13258 0.31611 -2.80867 -0.37 -0.05 0.00
C 1.57605 -0.35568 -3.93038 0.02 0.04 -0.02
C 1.82748 -1.72065 -3.87550 0.01 0.00 0.00
C 1.58259 -2.39195 -2.69786 -0.01 0.01 -0.01
C 1.14498 -1.66769 -1.60192 0.02 -0.03 -0.01
N 0.95106 -0.35008 -1.64413 0.66 -0.21 0.14
H -3.44399 2.34154 -1.35962 0.00 0.00 0.00
H -3.51706 1.14430 -2.65282 0.00 -0.01 0.02
H -3.13822 2.83474 -3.04664 0.01 -0.01 -0.01
H -1.04625 2.36950 -3.93241 -0.02 0.06 0.03
H 1.02946 2.32523 -2.02023 0.09 0.00 -0.13
H 1.25238 2.22757 -3.74464 -0.08 -0.03 -0.06
H 1.73040 0.20139 -4.84475 -0.01 -0.01 0.00
H 2.20218 -2.24298 -4.74613 -0.01 0.00 0.00
H 1.75130 -3.45356 -2.59166 0.00 0.00 0.00
H 0.94551 -2.13346 -0.65117 0.14 -0.01 0.04
O -1.87266 -0.15943 2.37436 -0.08 -0.04 -0.07
C -1.05799 -0.92615 1.92004 -0.09 0.03 0.09
O -0.60805 -0.88784 0.67285 0.24 -0.56 0.01
C -0.47586 -1.99198 2.82208 0.20 -0.51 -0.37
C -0.45418 -1.66300 4.17383 0.17 -0.18 0.17
C 0.07610 -2.52122 5.12101 0.03 -0.06 0.03
C 0.58323 -3.75798 4.72845 -0.10 0.37 0.15
C 0.55568 -4.11511 3.40054 -0.23 0.12 -0.72
C 0.03260 -3.24993 2.41326 -0.11 0.68 1.36
S -0.01747 -3.84751 0.80584 -0.12 -0.09 -0.63
H -0.85537 -0.70077 4.46161 -0.02 -0.02 -0.02
H 0.09707 -2.22584 6.16185 -0.01 -0.02 0.00
H 0.99182 -4.44144 5.46186 0.03 0.00 -0.02
H 0.93279 -5.07656 3.07958 0.03 -0.09 0.07
N -0.23638 1.99197 1.41666 0.57 -0.55 0.72
C -0.96820 2.51701 2.14019 0.00 0.22 -0.17
C -1.90540 3.20656 2.88451 -0.06 -0.05 0.03
C -1.52810 4.00842 3.98652 0.01 -0.01 0.01
N -1.23639 4.67035 4.88624 -0.01 -0.01 0.01
C -3.26233 3.11167 2.49040 -0.01 0.07 0.06
N -4.37065 3.05968 2.16922 0.01 -0.01 -0.06
Cl 5.96785 -0.91817 0.81589 0.03 -0.01 0.01
C 4.52712 0.04409 0.44886 -0.04 -0.01 0.01
Cl 4.62773 0.60551 -1.24916 0.01 -0.01 -0.02
Cl 4.44744 1.42181 1.52844 0.00 -0.01 0.00
C 3.24103 -0.85564 0.50129 -0.21 -0.06 -0.07
O 3.36210 -2.01841 0.18462 0.01 0.00 -0.03
O 2.17935 -0.25573 0.88664 0.09 0.30 0.88
F 3.40917 3.87198 -0.63133 0.00 0.00 -0.04
B 2.18168 3.58896 -0.09319 -0.09 0.03 -0.03
F 2.11541 3.68800 1.26048 0.04 0.02 -0.01
F 1.14569 4.22544 -0.75964 -0.04 -0.02 -0.02
F 1.96306 2.08539 -0.45558 0.13 0.04 0.35
```
Positions in Å, forces in eV/Å.

Calculated values
E_HOMO (spin up / spin down) in eV: -5.14 / -5.14
2S+1: 2
⟨S²⟩: 0.75
LUMO (spin up / spin down) in Eh: 0.0609 / -0.0035
Total charge: -1


Density functional theory data (ωB97M-V/def2-TZVPD) for 2 unconnected molecules or ions with the total composition C5H14N4O3S at a distorted geometry.

Geometry as XYZ:
```
27
Properties=species:S:1:pos:R:3:forces:R:3
C 0.74411 1.96209 -0.89246 -0.36 -1.15 -0.99
C 0.67499 3.40875 -1.12390 2.39 0.29 0.68
C -1.25033 -2.04277 1.54942 3.05 0.01 -0.67
C -0.65974 -1.70072 -0.81065 -0.43 -0.71 1.28
C 0.09717 0.40142 0.99261 -0.24 -4.31 -0.22
N -0.26117 0.63287 2.33809 -0.20 0.50 0.04
N 2.48529 -1.14902 -0.30936 -0.99 0.27 -2.83
N 0.00421 1.52385 0.18489 -0.62 0.54 -0.24
N -1.07038 -1.11806 0.45599 1.09 2.83 0.31
O 1.38049 1.26269 -1.64846 0.23 -0.84 0.38
O 2.65114 0.87630 1.18960 0.17 -0.21 -0.60
O 1.80931 -1.30976 2.02464 -0.21 0.48 -0.62
S 1.86644 -0.30674 0.98020 0.02 -0.57 1.58
H 1.01210 3.65002 -2.10245 0.70 -0.14 -0.78
H 1.41406 3.80503 -0.38787 -0.81 0.36 -0.42
H -0.26542 3.82818 -1.10213 -2.18 0.95 0.93
H -0.32040 -2.71232 1.75329 -1.47 1.00 -0.05
H -1.57016 -1.48649 2.38186 0.20 0.66 1.54
H -2.09303 -2.62810 1.39425 -1.54 -1.52 -0.87
H -0.14925 -2.67078 -0.62274 -0.16 0.20 -0.39
H -1.50996 -1.84265 -1.49345 0.19 -0.10 0.18
H 0.02462 -1.01561 -1.22918 0.68 0.64 -1.09
H 0.12002 0.04298 3.07883 0.37 -0.06 -0.91
H -1.26788 0.62653 2.45812 -0.05 0.16 -0.27
H 2.56230 -0.63267 -1.23535 0.15 0.36 1.95
H 1.91337 -1.93484 -0.68696 0.29 0.30 1.55
H -0.49930 2.28886 0.58892 -0.27 0.06 0.53
```
Positions in Å, forces in eV/Å.

Calculated values
E_HOMO in eV: -8.22
LUMO in Eh: 0.0252


Density functional theory data (ωB97M-V/def2-TZVPD) for C12H26N6O3 in the gas phase at a distorted geometry.

Geometry as XYZ:
```
47
Properties=species:S:1:pos:R:3:forces:R:3
H 5.92727 2.78757 -0.90670 -1.18 -1.12 -0.25
N 5.25618 1.97914 -1.07731 2.05 0.40 0.75
C 5.76498 0.91099 -0.55330 -1.81 0.27 -0.76
N 6.84121 0.77688 0.32112 1.03 0.31 -0.66
N 5.11526 -0.32002 -0.86260 0.05 0.67 0.28
C 4.70452 -1.24119 0.21768 0.45 -0.16 0.20
C 3.83372 -0.70514 1.34619 0.59 -0.13 0.11
C 2.65725 0.11995 0.89086 0.47 -0.53 -0.48
C 1.62679 -0.70440 0.16063 -1.07 -0.22 -0.20
N 1.77057 -0.82771 -1.29146 1.61 -0.33 -1.40
C 0.23896 -0.12051 0.49190 -1.10 -0.55 -0.64
O 0.00452 0.34254 1.58878 -0.24 0.32 0.22
N -0.77209 -0.28045 -0.44412 2.36 0.08 0.59
C -2.07941 0.23607 -0.21039 -0.48 0.01 0.08
C -2.91420 -0.68247 0.71268 -1.12 0.58 -2.01
C -4.46251 -0.45555 0.58297 0.67 -0.51 0.92
C -5.04336 -0.59562 -0.80513 -0.04 0.45 -0.36
C -6.56745 -0.49167 -0.79137 -1.01 -0.90 -0.15
N -7.23415 0.67359 -0.18290 1.27 0.47 -0.73
C -2.11585 1.70117 0.25659 -1.21 -1.09 0.31
O -2.94851 2.11194 1.03860 0.75 -0.15 -0.37
O -1.24747 2.52048 -0.33775 0.06 0.07 0.62
H 7.56236 1.51861 0.24671 -1.11 -0.35 0.14
H 7.31547 -0.06959 0.04414 0.16 -0.45 0.37
H 4.38647 -0.12562 -1.57102 0.68 -0.20 0.94
H 4.16594 -2.04835 -0.23951 -0.23 -0.43 -0.60
H 5.56475 -1.73564 0.68837 0.14 0.28 -0.35
H 3.43278 -1.56092 1.91037 0.11 -0.03 -0.22
H 4.47358 -0.21454 2.08378 -0.14 0.51 -0.19
H 2.92835 0.97123 0.25241 0.05 0.03 0.40
H 2.15336 0.40289 1.77341 -0.43 1.04 0.93
H 1.53246 -1.72993 0.63503 0.36 0.84 -0.70
H 2.28110 -1.70682 -1.51763 -0.58 1.06 0.09
H 2.30937 -0.03559 -1.77791 -1.19 -1.41 1.39
H -0.48048 -0.57570 -1.36820 -0.03 0.15 0.25
H -2.49305 0.22228 -1.21482 -0.58 0.24 -0.06
H -2.71296 -1.70012 0.35437 0.00 0.10 0.18
H -2.54919 -0.58188 1.70122 0.15 0.09 1.08
H -4.83418 0.45876 1.02055 0.55 0.53 0.17
H -4.89692 -1.22935 1.23942 -0.11 -0.01 -0.36
H -4.79514 -1.58298 -1.14447 0.07 -0.72 -0.47
H -4.62238 0.07890 -1.57974 -0.09 0.05 0.65
H -6.99017 -0.54616 -1.79277 0.33 -0.14 -0.32
H -6.93507 -1.42969 -0.30343 0.04 0.82 -0.05
H -6.81559 1.53674 -0.61548 -0.61 -1.04 0.70
H -6.94632 0.66573 0.78061 -0.10 0.47 0.49
H -1.39079 3.28214 0.24964 0.43 0.64 -0.53
```
Positions in Å, forces in eV/Å.

Calculated values
SMILES: [H]/N=C(\N)NCCC[C@H](N)C(=O)N[C@@H](CCCCN)C(=O)O
E_HOMO in eV: -9.21
LUMO in Eh: 0.0218


Density functional theory data (ωB97M-V/def2-TZVPD) for 2 unconnected molecules or ions with the total composition C5H10O2.

Geometry as XYZ:
```
17
Properties=species:S:1:pos:R:3:forces:R:3
C -2.30673 -0.56975 -0.29604 -0.02 -0.07 -0.01
C -1.15127 0.40497 -0.48749 -0.02 0.03 -0.01
C 0.23958 -0.20437 -0.54256 0.05 -0.29 -0.29
O 0.44734 -1.34844 -0.87700 -0.07 0.55 -0.02
C 1.39357 0.77289 -0.33352 0.01 -0.03 -0.08
C 2.50530 0.41469 0.63969 0.04 -0.31 0.20
O 2.57694 -0.55658 1.34497 -0.02 0.44 -0.43
H -3.25186 -0.08682 -0.56577 0.15 -0.10 0.04
H -2.17520 -1.45560 -0.92178 0.00 0.11 0.06
H -2.38551 -0.89887 0.74504 0.09 0.03 -0.17
H -1.23755 0.89310 -1.47051 -0.04 0.05 0.10
H -1.18728 1.21753 0.24846 0.09 -0.15 -0.07
H 1.04180 1.77761 -0.06344 0.05 -0.15 -0.05
H 1.87984 0.87071 -1.31256 0.04 0.07 0.06
H 3.30953 1.18318 0.65538 -0.08 -0.09 0.03
H -0.09386 -0.99647 1.80151 -0.11 -0.12 0.25
H 0.39537 -1.41780 1.43560 -0.14 0.02 0.39
```
Positions in Å, forces in eV/Å.

Calculated values
SMILES: CCC(=O)CC=O.[H][H]
E_HOMO in eV: -9.68
LUMO in Eh: 0.0249


Density functional theory data (ωB97M-V/def2-TZVPD) for a molecular structure, C15H19BrN4ORhS4Sb.

Geometry as XYZ:
```
46
Properties=species:S:1:pos:R:3:forces:R:3
Rh -0.31123 -0.57804 0.23410 -0.04 0.15 -0.15
S 1.57968 3.18178 2.14091 0.01 0.03 -0.01
Sb -0.58811 2.53155 1.86645 -0.02 -0.06 0.06
S -0.73740 1.55213 -0.40997 -0.03 0.06 -0.02
S -0.64602 0.08461 2.40260 -0.03 0.05 0.19
C -0.45550 -0.41017 -5.37036 0.00 0.00 0.00
C -0.34500 -1.24801 -4.12878 0.01 0.01 0.02
C -0.28885 -2.63562 -4.16858 0.00 -0.01 -0.03
C -0.18872 -3.37269 -2.99938 0.01 0.00 0.02
C -0.15267 -2.66988 -1.81357 0.02 -0.03 -0.04
Br 0.00732 -3.53046 -0.13845 0.01 -0.09 -0.02
N -0.21283 -1.35019 -1.74968 0.02 -0.03 -0.03
C -0.30183 -0.64782 -2.87759 0.02 -0.03 -0.02
H -0.32215 -1.01631 -6.26488 0.00 0.00 0.00
H 0.29638 0.37886 -5.37619 0.00 0.00 0.00
H -1.43390 0.06877 -5.42903 0.00 0.00 0.00
H -0.31689 -3.14844 -5.12241 0.00 0.00 0.00
H -0.13555 -4.45095 -3.00352 0.00 0.00 0.00
H -0.33631 0.42927 -2.74653 0.00 -0.01 -0.02
C 4.46809 1.64269 0.27283 0.00 0.01 -0.01
N 3.95456 0.87932 1.38619 0.02 -0.03 -0.01
C 4.37515 1.21345 2.74547 0.01 -0.02 0.01
C 3.28572 0.57284 3.61954 0.01 0.00 0.01
N 2.47182 -0.14859 2.64238 -0.06 0.00 0.02
C 2.79453 0.22195 1.40441 0.00 0.06 -0.04
S 1.94193 -0.15356 -0.03242 0.05 -0.09 0.05
H 5.55583 1.56848 0.25197 0.00 0.00 0.01
H 4.16683 2.68849 0.37739 -0.01 0.00 0.00
H 4.06610 1.25281 -0.65704 0.01 -0.01 0.00
H 4.39538 2.29943 2.85704 -0.01 0.00 0.00
H 5.37075 0.81070 2.94205 0.00 0.00 0.00
H 2.67799 1.33358 4.10949 0.01 0.00 0.00
H 3.69570 -0.11325 4.35924 0.00 -0.01 0.00
H 1.47658 -0.30615 2.82121 0.03 0.02 -0.03
O -2.34969 -1.18726 0.04997 -0.05 -0.01 0.03
N -3.26729 -0.47094 0.68122 0.05 0.01 0.00
C -3.77832 0.61593 0.08149 -0.03 0.01 -0.01
C -4.71575 1.38818 0.73374 0.00 -0.01 0.02
C -5.12649 1.03367 2.00857 -0.01 0.03 -0.01
C -4.58152 -0.09231 2.60290 0.03 -0.02 0.00
C -3.63162 -0.82382 1.92427 -0.03 0.00 0.01
H -3.38855 0.81443 -0.90184 -0.02 -0.01 0.01
H -5.10716 2.26255 0.23528 0.00 0.00 0.00
H -5.85965 1.63012 2.53355 0.00 0.00 0.00
H -4.86290 -0.40008 3.59892 0.00 0.00 0.00
H -3.13842 -1.70104 2.30702 0.02 0.00 0.00
```
Positions in Å, forces in eV/Å.

Calculated values
E_HOMO in eV: -6.43
LUMO in Eh: -0.0027


Density functional theory data (ωB97M-V/def2-TZVPD) for C6H10O in the gas phase.

Geometry as XYZ:
```
17
Properties=species:S:1:pos:R:3:forces:R:3
O 2.38099 -1.01026 0.15574 0.11 -0.04 0.18
C 1.17742 -0.40370 -0.28030 -0.27 0.09 -0.10
C 1.02082 1.01133 0.21833 -0.11 0.04 -0.07
C -0.15277 1.63164 0.10672 0.12 -0.06 0.06
C -1.34367 0.87201 -0.41691 -0.03 -0.02 -0.06
C -1.37445 -0.52321 0.22513 -0.06 0.01 0.05
C -0.05030 -1.28950 0.04853 0.03 -0.07 -0.01
H 2.32938 -1.10339 1.11446 0.06 -0.02 -0.05
H 1.28972 -0.36075 -1.37105 -0.04 0.02 0.09
H 1.91482 1.50868 0.59239 -0.15 -0.06 -0.06
H -0.26883 2.67193 0.40292 0.04 -0.14 -0.03
H -1.27881 0.77489 -1.51138 0.00 0.02 0.13
H -2.27786 1.40368 -0.20939 0.15 -0.05 -0.01
H -1.57676 -0.38756 1.29308 0.04 0.00 -0.12
H -2.20739 -1.11121 -0.17517 0.12 0.09 0.02
H 0.17875 -1.83637 0.97159 -0.02 0.08 -0.11
H -0.14379 -2.05071 -0.73270 0.03 0.10 0.08
```
Positions in Å, forces in eV/Å.

Calculated values
SMILES: O[C@@H]1C=CCCC1
E_HOMO in eV: -9.42
LUMO in Eh: 0.0385


Computed values of energy relative to the best compared isomer or geometry (same formula, charge and spin) (unit: kcal per mole) for the preceding records, in sequence: 62.71, 51.38, 21.77, 59.07, 0.00, 5.49.
Computed values of energy (unit: a.u.) for the preceding records, in sequence: -3766.3543, -1041.7435, -1027.1286, -346.9313, -5394.8730, -309.8336.